# 1
ORCA calculation (ωB97M-V/def2-TZVPD) on C18H16N4O3PtS as an isolated structure.

```
43
Properties=species:S:1:pos:R:3:forces:R:3:lowdin_spin:R:1
Pt -0.117858 -1.029243 -0.902700 0.11 0.10 -0.27 1.766
C -3.513948 -1.871369 3.387235 0.01 -0.01 -0.01 0.188
C -3.642989 -1.733711 2.001317 0.05 0.00 -0.03 0.004
C -2.532837 -1.792704 1.197164 -0.05 0.01 0.05 0.121
C -1.249896 -2.015369 1.771212 -0.11 -0.04 0.00 0.111
C -1.133558 -2.149022 3.184017 -0.01 0.00 0.00 0.117
C -2.256004 -2.072017 3.967357 0.01 0.00 0.00 0.008
N -0.165717 -2.044360 0.960464 0.15 -0.06 0.08 0.483
C 1.054757 -2.636480 1.281758 0.09 0.08 -0.08 0.012
C 1.194581 -3.776043 2.071591 0.12 0.04 -0.05 0.067
C 2.470444 -4.262033 2.323563 -0.08 -0.03 0.03 -0.012
C 3.604407 -3.643625 1.805547 0.08 0.09 -0.06 0.066
C 3.490773 -2.521242 0.995243 -0.04 -0.13 0.10 0.009
C 2.219175 -2.044661 0.732455 -0.25 -0.02 0.02 0.054
N 1.928371 -0.955148 -0.095280 0.15 -0.10 0.25 0.215
N 2.715344 -0.059731 -0.389088 -0.12 0.08 -0.10 0.068
C 2.096817 0.958158 -1.159038 0.10 -0.05 0.10 0.025
C 2.836950 2.041214 -1.575530 -0.13 -0.09 0.01 0.010
C 2.178886 3.047216 -2.280151 -0.02 -0.03 0.00 0.004
C 0.824265 2.923682 -2.532802 0.02 0.01 0.00 0.009
C 0.146265 1.797662 -2.086000 -0.03 -0.02 -0.04 0.029
N 0.772129 0.839430 -1.403191 0.10 0.09 0.00 0.155
H -4.391308 -1.815939 4.017043 -0.01 0.00 0.00 0.008
H -4.620956 -1.596155 1.561771 0.00 0.01 0.00 -0.002
H -2.637600 -1.745291 0.119890 0.02 0.01 0.02 0.006
H -0.157141 -2.252062 3.635179 0.00 0.02 0.00 0.003
H -2.167236 -2.149377 5.042160 0.01 0.01 0.00 -0.002
H 0.325000 -4.287715 2.459066 -0.01 0.00 -0.02 0.002
H 2.581270 -5.151564 2.928854 0.01 0.00 0.00 -0.001
H 4.582001 -4.053225 2.017343 0.01 0.00 0.00 0.003
H 4.357814 -2.044939 0.559508 0.00 0.02 -0.01 0.000
H 3.892041 2.084175 -1.346833 0.01 -0.01 0.01 0.001
H 2.726938 3.913759 -2.623828 -0.01 0.01 -0.01 0.000
H 0.279302 3.681225 -3.077377 0.01 0.01 0.00 0.001
H -0.904608 1.646054 -2.292315 0.00 0.01 0.01 0.004
C -0.918635 -3.364437 -4.362981 -0.01 0.02 0.05 0.007
S -0.703842 -2.280201 -3.013082 0.14 -0.02 -0.18 0.015
O -1.688716 -2.527063 -1.941834 -0.14 -0.09 0.17 0.098
O 0.652277 -2.540306 -2.373809 -0.12 0.09 0.01 0.252
O -0.735276 -0.873112 -3.404750 -0.04 -0.04 -0.07 0.089
H -0.919253 -4.383605 -3.983348 0.01 -0.01 0.02 0.000
H -0.099830 -3.200249 -5.060521 0.02 0.03 0.01 0.001
H -1.874311 -3.116589 -4.822600 -0.02 0.01 0.01 0.002
```
Positions in Å, forces in eV/Å.

The value obtained for the maximum force is 0.006 hartree/bohr. The expectation value of S² is 6.052. The value obtained for the lowest unoccupied orbital energy (alpha / beta) is -8.02 / -9.46 eV. As for the spin multiplicity: 5. The HOMO-LUMO gap (alpha / beta) comes out at 0.2420 / 0.2175 Ha. The energy above the lowest of the compared OMol25 structures with the same formula, charge and spin is 8.4 kcal/mol. Its net charge is +2.


# 2
ORCA calculation (ωB97M-V/def2-TZVPD) on one molecule with the formula C18H16N4O3S.

```
42
Properties=species:S:1:pos:R:3:forces:R:3:mulliken_charge:R:1
C -4.988762 -2.527925 0.159783 0.12 0.10 0.16 -1.014
H -4.397009 -2.932234 -0.657805 0.03 -0.05 -0.08 0.311
H -5.500112 -3.347044 0.657419 -0.09 -0.10 0.02 0.364
H -5.731531 -1.847851 -0.251337 -0.08 0.02 -0.05 0.303
C -4.083126 -1.803098 1.151392 -0.26 -0.34 -0.03 -0.755
N -3.392117 -0.701960 0.527832 0.04 -0.05 0.12 0.185
C -2.134046 -0.752130 0.049373 1.04 0.26 -0.44 0.782
N -1.285419 -1.760761 0.104607 -0.32 -0.02 0.12 -0.515
C -0.108955 -1.466793 -0.459904 -0.32 0.17 0.02 0.293
N 0.244989 -0.325337 -1.034715 0.72 -0.35 -0.16 -0.174
N -0.595152 0.673789 -1.091232 -0.86 0.83 0.03 -0.938
C -1.785431 0.502014 -0.559707 0.16 -0.96 0.28 0.886
C -2.942424 1.337936 -0.428158 -0.37 0.16 0.07 -0.010
C -3.229475 2.640623 -0.809243 -0.07 -0.16 0.09 -0.553
C -4.481597 3.145701 -0.514360 0.02 0.17 -0.07 -0.611
C -5.429680 2.371451 0.148185 -0.01 -0.06 0.03 -0.584
C -5.162104 1.069497 0.536240 -0.06 -0.09 0.06 -0.575
C -3.910974 0.553994 0.243685 0.13 0.63 -0.28 0.177
H -5.908032 0.482867 1.049737 -0.08 -0.07 0.05 0.365
H -6.398872 2.795009 0.365277 -0.08 0.03 0.02 0.398
H -4.731751 4.156245 -0.799043 -0.02 0.08 -0.03 0.380
H -2.484763 3.230215 -1.319396 0.07 0.08 -0.06 0.503
S 1.070190 -2.754466 -0.434086 0.41 -0.20 -0.11 -0.188
C 2.506611 -1.894725 -1.146064 -0.20 -0.07 0.05 -0.557
C 3.194222 -1.026706 -0.152441 -0.53 -0.02 0.66 0.245
C 2.830490 -0.587599 1.092767 0.09 -0.27 -0.53 0.050
C 3.886302 0.225017 1.545976 0.77 0.12 -0.62 -0.980
C 4.825829 0.224874 0.543439 -0.46 0.24 0.94 0.424
C 6.118591 0.903310 0.485608 0.22 0.09 -0.03 0.293
O 6.559013 1.594859 1.372799 -0.12 -0.11 -0.09 -0.606
O 6.760881 0.668459 -0.667884 -0.34 -0.23 -0.09 -0.257
C 8.025515 1.296199 -0.805332 0.31 0.25 0.15 -0.665
H 8.394596 1.021944 -1.790109 -0.03 0.00 0.05 0.218
H 8.708982 0.948432 -0.027621 -0.03 0.04 -0.09 0.302
H 7.922897 2.380166 -0.720441 0.04 -0.09 -0.03 0.300
O 4.398641 -0.541882 -0.487421 0.16 -0.07 -0.39 -0.341
H 3.961069 0.745387 2.478102 0.09 0.14 0.18 0.494
H 1.927537 -0.820601 1.618337 -0.20 -0.09 0.03 0.531
H 3.182206 -2.671824 -1.506249 -0.05 -0.01 -0.01 0.472
H 2.144591 -1.300558 -1.987250 0.14 -0.09 0.02 0.292
H -4.665179 -1.418748 1.993976 0.14 -0.04 -0.01 0.374
H -3.316640 -2.485735 1.525244 -0.11 0.12 0.07 0.384
```
Positions in Å, forces in eV/Å.

The value obtained for the maximum force is 0.023 hartree/bohr. The value obtained for the lowest unoccupied orbital energy is -0.20 eV. As for the SMILES: CCn1c2ccccc2c2nnc(SCc3ccc(C(=O)OC)o3)nc21. As for the spin multiplicity: 1. The HOMO-LUMO gap comes out at 0.3023 Ha. The energy above the lowest of the compared OMol25 structures with the same formula, charge and spin is 51.8 kcal/mol.


# 3
ORCA calculation (ωB97M-V/def2-TZVPD) on one molecule with the formula C18H17BN2O5S2.

```
45
Properties=species:S:1:pos:R:3:forces:R:3:mulliken_charge:R:1
O 2.295855 3.955467 0.826629 -0.17 -0.37 0.67 -0.603
O -5.411638 0.892005 0.095252 2.80 -3.53 -1.07 -0.633
O -3.775776 -0.934755 1.086679 -2.36 2.45 -3.81 -0.551
O 0.835468 -2.429775 0.260162 -0.75 -1.06 -0.41 -0.440
O 0.276104 -4.818722 -0.190899 -0.97 2.26 -0.56 -0.572
S -1.261456 0.668170 -1.064919 0.04 0.74 -0.18 0.067
B -0.009635 -3.385842 -0.317335 1.21 -2.09 0.82 0.586
C 2.376334 2.735863 0.790658 -0.59 1.28 -2.69 0.253
C -1.511888 3.089686 -0.218410 -1.32 -1.63 0.02 -0.626
C -2.798443 2.398297 0.076352 1.52 0.52 0.38 -0.415
C -0.610863 2.289237 -0.830579 0.24 -0.80 -0.62 0.709
C -2.820379 1.090078 -0.391432 -0.06 1.18 0.95 0.013
C 4.280153 0.522864 3.928673 -1.06 0.11 -1.17 -0.583
C 4.869806 1.608634 3.316035 2.16 -0.84 1.05 -0.343
C 3.062738 0.129580 3.364013 1.19 -2.75 2.45 -0.250
C -1.922389 -3.048104 -3.576071 -0.28 -0.60 1.26 -0.762
C -1.102780 -3.509377 -2.560578 -0.10 0.89 -0.89 -0.531
C 4.348588 2.264916 2.260003 -2.33 0.99 -1.15 -0.534
C 2.452093 0.830392 2.399506 -1.89 0.93 -1.92 -0.395
C -2.984824 -2.223337 -3.199395 1.39 0.16 -0.82 -0.615
C -2.227346 -2.133562 -0.959820 -0.38 0.21 -2.06 -0.390
C -1.228721 -3.019233 -1.261350 1.19 -0.38 -0.02 0.041
C 3.036851 1.958338 1.833994 1.34 -0.98 0.78 0.486
C -3.121945 -1.645507 -1.973942 0.99 -2.68 2.10 0.249
N 1.917729 2.090774 -0.367026 -1.79 1.21 -0.68 -0.122
N -4.216559 -0.878877 -1.632693 -0.94 2.09 3.48 -0.167
C 0.784984 2.691510 -1.313322 1.39 -0.90 1.04 -1.272
S -4.241514 -0.052869 -0.075987 1.43 1.37 2.34 0.953
H 1.561465 -2.866515 0.733105 -0.26 0.28 -0.12 0.241
H 1.027971 -5.213770 0.260462 0.04 0.61 0.06 0.262
H -1.243319 4.097420 0.012905 -0.30 0.52 0.29 0.471
H -3.460258 2.913993 0.803297 -0.14 -0.80 -1.08 0.336
H 4.778853 -0.033754 4.704263 -0.03 -0.07 0.07 0.400
H 5.899909 1.799407 3.570576 0.16 0.43 0.30 0.321
H 2.683417 -0.875543 3.650983 -0.16 1.00 0.03 0.320
H -1.763183 -3.424076 -4.587067 -0.32 0.38 0.19 0.391
H -0.260287 -4.073908 -2.860895 0.69 -0.88 0.08 0.375
H 4.857785 3.073703 1.776857 0.31 0.28 -0.11 0.428
H 1.462399 0.502763 2.047237 0.49 0.14 0.04 0.457
H -3.563618 -1.849943 -3.956872 -1.78 0.69 -1.87 0.480
H -2.251731 -1.785293 0.008503 -0.30 0.70 1.75 0.785
H 2.173679 1.149012 -0.611951 -0.07 -0.13 0.44 0.239
H -5.067021 -0.690380 -2.120512 -0.13 -0.24 -0.72 0.204
H 1.074313 2.350392 -2.330588 -0.55 -0.19 0.70 0.390
H 0.799081 3.790640 -1.404504 0.43 -0.48 0.68 0.349
```
Positions in Å, forces in eV/Å.

The value obtained for the maximum force is 0.099 hartree/bohr. The value obtained for the lowest unoccupied orbital energy is 0.05 eV. As for the SMILES: O=C(NCc1ccc(S(=O)(=O)Nc2cccc(B(O)O)c2)s1)c1ccccc1. As for the spin multiplicity: 1. The HOMO-LUMO gap comes out at 0.3232 Ha. The energy above the lowest of the compared OMol25 structures with the same formula, charge and spin is 24.7 kcal/mol.


# 4
ORCA calculation (ωB97M-V/def2-TZVPD) on C18H17Cl3N7NaO2S3Si as an isolated structure.

```
52
Properties=species:S:1:pos:R:3:forces:R:3:mulliken_charge:R:1
Na 0.567354 -1.289972 -0.651534 0.37 -0.04 -0.01 1.014
C 3.722527 -0.028735 4.214631 -0.04 -0.06 0.10 -0.801
S 4.528065 0.161606 2.621421 0.14 0.03 0.12 -0.111
C 3.250541 -0.266268 1.450174 0.01 0.12 -0.07 0.365
S 1.701396 -0.665550 1.962302 -0.14 -0.03 -0.02 -0.444
N 3.794391 -0.159902 0.255119 0.14 -0.03 0.03 -1.329
N 2.958641 -0.438313 -0.771278 0.03 0.05 0.02 0.926
C 3.460634 -0.259695 -1.933037 -0.07 -0.02 0.09 -0.933
C 2.632672 -0.466880 -3.117235 -0.04 0.00 -0.11 0.831
C 3.165028 -0.297788 -4.399241 -0.07 -0.01 0.05 -0.928
C 2.341929 -0.480553 -5.495765 -0.01 -0.01 0.02 -0.227
C 1.013696 -0.822627 -5.291055 -0.04 -0.01 0.01 -0.829
C 0.570248 -0.969172 -3.981284 0.02 0.01 -0.06 -0.294
N 1.351846 -0.798242 -2.927957 -0.07 -0.05 -0.10 0.236
H 4.513488 0.052531 4.962904 0.02 0.02 -0.01 0.314
H 3.245954 -1.003381 4.288768 0.02 -0.02 -0.02 0.258
H 2.968283 0.735817 4.392313 0.01 0.02 -0.07 0.251
H 4.490742 0.074781 -2.063353 0.01 0.01 0.06 0.198
H 4.206680 -0.025889 -4.515019 0.01 -0.01 0.00 0.389
H 2.731729 -0.358908 -6.500044 0.00 0.00 0.00 0.385
H 0.330668 -0.977147 -6.115815 0.02 0.01 -0.01 0.373
H -0.459722 -1.234859 -3.762459 0.01 -0.01 -0.02 0.452
N -4.537018 -0.178734 4.659617 0.05 0.05 0.02 -0.664
C -4.001403 -0.204016 3.351455 0.02 -0.03 -0.02 1.204
C -3.004066 -1.115455 3.015144 -0.01 0.02 -0.01 -0.997
C -2.494852 -1.153428 1.728046 0.07 -0.07 0.04 -0.301
C -2.977342 -0.282687 0.762757 0.05 0.05 -0.09 -0.440
C -3.978305 0.618061 1.086160 -0.06 0.06 -0.03 -0.267
C -4.494757 0.653677 2.371337 0.01 -0.03 0.03 -0.697
S -2.260427 -0.294007 -0.869558 -0.33 0.05 0.23 1.256
O -1.845437 -1.668017 -1.085459 -0.08 -0.16 -0.12 -0.799
O -3.257468 0.260621 -1.759349 0.06 -0.10 -0.01 -0.787
N -0.904123 0.502758 -0.805312 0.06 0.21 -0.15 0.033
C -0.828292 1.832305 -0.658459 -0.02 0.37 0.06 0.041
N 0.403351 2.371719 -0.871001 -0.08 -0.09 0.03 -0.404
C 0.533762 3.663751 -0.673145 -0.03 0.04 0.02 -0.088
C -0.513504 4.494431 -0.282431 0.00 0.02 0.00 -0.774
C -1.733345 3.862344 -0.120628 0.04 -0.02 -0.01 -0.057
N -1.912933 2.565449 -0.299898 0.04 -0.04 0.01 -0.406
H -3.874560 -0.517614 5.343053 -0.02 -0.02 -0.01 0.242
H -4.844116 0.746566 4.924042 -0.02 -0.02 -0.01 0.227
H -2.613827 -1.796859 3.762741 -0.01 0.01 0.02 0.291
H -1.717287 -1.866277 1.480119 -0.01 0.02 -0.03 0.539
H -4.334895 1.295743 0.323097 0.01 -0.01 -0.01 0.412
H -5.283237 1.356243 2.621580 0.01 0.01 0.01 0.260
H 1.529300 4.072584 -0.834927 0.00 -0.02 -0.01 0.386
H -0.382626 5.554683 -0.117271 0.00 0.00 -0.01 0.345
H -2.616222 4.428078 0.173288 0.00 0.00 0.00 0.371
Cl 1.179297 -3.940457 -1.667192 0.01 -0.11 0.33 -0.355
Si 0.984026 -4.297659 0.554627 -0.10 -0.30 -0.28 0.155
Cl 2.923401 -5.279552 0.842289 -0.04 0.03 0.00 -0.389
Cl -0.229866 -6.165090 0.422718 0.09 0.10 0.01 -0.433
```
Positions in Å, forces in eV/Å.

The value obtained for the maximum force is 0.008 hartree/bohr. The value obtained for the lowest unoccupied orbital energy is 3.88 eV. As for the spin multiplicity: 1. The HOMO-LUMO gap comes out at 0.2137 Ha. The energy above the lowest of the compared OMol25 structures with the same formula, charge and spin is 13.4 kcal/mol. Its net charge is -2.